[1]
C42H48ClF2N8O7Re | ωB97M-V/def2-TZVPD

Results
Energy relative to the best compared isomer or geometry (same formula, charge and spin), eV: 0.000
Maximum force, hartree/bohr: 0.00898
Expectation value of S²: 0.7551
HOMO-LUMO gap (alpha / beta), eV: 7.4 / 7.0
Spin multiplicity: 2
Charge: +3

Each line ends with the Löwdin charge.
Positions of all 109 atoms, in Å:
1 Re -1.012 2.009 -1.932  1.637
2 C -3.224 5.488 -0.376  0.046
3 C -2.552 4.731 -1.477  -0.440
4 O -1.813 3.768 -1.187  -0.097
5 N -2.735 5.134 -2.730  0.121
6 C -2.036 4.553 -3.874  -0.076
7 C -2.654 3.262 -4.359  -0.215
8 C -3.476 3.281 -5.472  0.012
9 C -4.039 2.104 -5.938  -0.014
10 C -3.742 0.927 -5.275  -0.016
11 C -2.910 0.977 -4.174  -0.112
12 N -2.383 2.116 -3.702  -0.024
13 H -3.361 4.820 0.470  0.098
14 H -4.180 5.901 -0.691  0.096
15 H -2.577 6.312 -0.069  0.108
16 H -3.325 5.937 -2.878  0.162
17 H -0.988 4.409 -3.622  0.115
18 H -2.076 5.283 -4.679  0.140
19 H -3.665 4.219 -5.975  0.127
20 H -4.687 2.109 -6.804  0.125
21 H -4.142 -0.024 -5.596  0.120
22 H -2.657 0.078 -3.631  0.065
23 F 0.558 -4.641 -1.200  0.088
24 C 0.794 -3.861 -2.271  -0.183
25 C 0.456 -2.539 -2.227  0.107
26 C 0.756 -1.725 -3.324  -0.028
27 C 0.378 -0.317 -3.298  -0.249
28 O -0.253 0.120 -2.306  -0.151
29 C 0.730 0.452 -4.438  -0.018
30 C 1.359 -0.154 -5.494  0.069
31 N 1.712 -1.442 -5.522  0.025
32 C 2.359 -1.988 -6.703  -0.253
33 C 3.793 -2.420 -6.606  -0.086
34 C 3.430 -1.187 -7.376  -0.068
35 C 1.405 -2.268 -4.441  -0.096
36 C 1.701 -3.636 -4.472  0.082
37 C 1.396 -4.445 -3.396  -0.152
38 N 1.725 -5.828 -3.456  -0.099
39 C 0.809 -6.794 -2.863  -0.147
40 C 0.926 -8.081 -3.675  -0.060
41 N 2.381 -8.279 -4.074  0.072
42 C 3.316 -7.639 -3.088  -0.080
43 C 3.130 -6.127 -3.160  -0.120
44 C 0.493 1.918 -4.544  -0.526
45 O 0.641 2.522 -5.574  0.133
46 O 0.170 2.516 -3.402  -0.191
47 H -0.020 -2.109 -1.356  0.135
48 H 1.601 0.437 -6.367  0.158
49 H 1.685 -2.563 -7.326  0.159
50 H 4.089 -3.305 -7.153  0.110
51 H 4.287 -2.275 -5.655  0.118
52 H 3.457 -1.217 -8.455  0.118
53 H 3.709 -0.237 -6.942  0.115
54 H 2.152 -4.081 -5.346  0.123
55 H -0.213 -6.431 -2.945  0.146
56 H 0.995 -6.978 -1.801  0.129
57 H 0.358 -8.023 -4.600  0.139
58 H 0.616 -8.960 -3.114  0.141
59 H 2.530 -7.864 -4.995  0.183
60 H 2.585 -9.274 -4.162  0.187
61 H 4.335 -7.936 -3.322  0.143
62 H 3.051 -8.047 -2.115  0.140
63 H 3.752 -5.709 -3.954  0.130
64 H 3.472 -5.696 -2.212  0.145
65 C 2.389 -0.911 5.396  -0.058
66 C 2.638 0.459 4.785  -0.182
67 N 1.476 0.970 4.048  -0.031
68 C 1.452 0.865 2.706  0.036
69 C 0.425 1.257 1.902  -0.023
70 C 0.665 1.152 0.434  -0.504
71 O 1.493 0.413 -0.041  0.102
72 O -0.041 2.046 -0.267  -0.187
73 C -0.796 1.772 2.491  -0.303
74 O -1.825 2.042 1.885  0.055
75 C -0.730 1.929 3.966  -0.039
76 C -1.823 2.510 4.613  0.092
77 C -1.788 2.683 5.967  -0.193
78 F -2.820 3.288 6.594  0.077
79 C -0.699 2.269 6.740  -0.169
80 C 0.380 1.693 6.104  0.076
81 C 0.385 1.526 4.710  -0.114
82 N -0.658 2.451 8.161  -0.099
83 C -1.778 1.889 8.905  -0.146
84 C -1.417 1.830 10.375  -0.080
85 N -1.114 3.230 10.849  0.065
86 C -0.023 3.871 10.031  -0.081
87 C -0.405 3.830 8.565  -0.140
88 H 3.277 -1.247 5.930  0.086
89 H 2.161 -1.640 4.618  0.084
90 H 1.555 -0.895 6.097  0.071
91 H 3.463 0.416 4.077  0.124
92 H 2.923 1.193 5.539  0.118
93 H 2.340 0.445 2.250  0.150
94 H -2.675 2.823 4.026  0.141
95 H 1.206 1.368 6.719  0.119
96 H -1.977 0.876 8.557  0.150
97 H -2.706 2.465 8.781  0.131
98 H -0.516 1.244 10.545  0.142
99 H -2.233 1.444 10.983  0.143
100 H -0.850 3.218 11.835  0.187
101 H -1.963 3.796 10.781  0.186
102 H 0.881 3.294 10.218  0.143
103 H 0.108 4.889 10.392  0.142
104 H 0.426 4.232 7.987  0.147
105 H -1.276 4.480 8.386  0.139
106 Cl -2.951 -0.688 -1.229  0.558
107 C -2.719 1.073 -1.144  -0.707
108 H -2.596 1.326 -0.083  -0.002
109 H -3.642 1.538 -1.487  0.027


[2]
C42H50BF3N8O2S3Ti | ωB97M-V/def2-TZVPD

Results
Energy relative to the best compared isomer or geometry (same formula, charge and spin), eV: 1.344
Maximum force, hartree/bohr: 0.06793
Expectation value of S²: 0.7554
HOMO-LUMO gap (alpha / beta), eV: 5.6 / 6.6
Spin multiplicity: 2
Charge: -1

Each line ends with the Löwdin charge.
Positions of all 110 atoms, in Å:
1 Ti 0.326 -0.221 -0.058  0.681
2 C -0.561 -2.903 4.189  -0.043
3 C -1.778 -2.172 3.626  -0.532
4 C -1.912 -2.390 2.121  -0.031
5 C -3.031 -2.726 4.304  -0.058
6 N -1.665 -0.708 3.904  0.016
7 C -2.615 0.030 4.593  -0.044
8 C -2.234 1.319 4.544  -0.054
9 N -1.068 1.393 3.819  0.023
10 B -0.455 2.776 3.456  -0.571
11 N -1.044 3.315 2.117  0.044
12 C -1.138 4.683 1.981  -0.115
13 C -1.790 4.956 0.843  -0.049
14 N -2.110 3.741 0.254  0.013
15 C -1.649 2.739 1.054  -0.577
16 S -1.848 1.061 0.733  0.739
17 C -2.832 3.600 -1.042  -0.536
18 C -4.135 2.826 -0.835  -0.051
19 C -1.913 2.901 -2.038  -0.037
20 C -3.193 4.983 -1.586  -0.059
21 N 1.090 2.671 3.536  0.021
22 C 1.635 1.977 4.600  -0.110
23 C 2.928 1.751 4.340  -0.077
24 N 3.221 2.338 3.113  0.002
25 C 2.074 2.936 2.638  -0.685
26 S 1.903 3.918 1.273  0.710
27 C 4.404 1.938 2.305  -0.545
28 C 5.465 1.333 3.228  -0.059
29 C 3.940 0.895 1.288  -0.026
30 C 5.048 3.130 1.597  -0.067
31 C -0.724 0.153 3.420  -0.669
32 S 0.690 -0.273 2.557  0.753
33 H -0.622 -3.958 3.920  0.086
34 H -0.535 -2.815 5.278  0.086
35 H 0.360 -2.496 3.778  0.027
36 H -2.091 -3.446 1.915  0.096
37 H -0.998 -2.104 1.609  0.028
38 H -2.738 -1.799 1.719  0.087
39 H -3.062 -3.798 4.116  0.089
40 H -3.941 -2.286 3.893  0.087
41 H -3.011 -2.577 5.385  0.083
42 H -3.468 -0.408 5.069  0.104
43 H -2.696 2.197 4.956  0.117
44 H -0.838 3.542 4.315  0.118
45 H -0.692 5.346 2.699  0.118
46 H -2.019 5.903 0.401  0.106
47 H -3.943 1.823 -0.464  0.019
48 H -4.660 2.755 -1.789  0.086
49 H -4.775 3.349 -0.119  0.087
50 H -1.597 1.932 -1.658  0.024
51 H -1.021 3.504 -2.221  0.095
52 H -2.433 2.749 -2.986  0.096
53 H -3.836 5.536 -0.900  0.083
54 H -3.739 4.837 -2.518  0.087
55 H -2.305 5.576 -1.810  0.085
56 H 1.044 1.682 5.449  0.124
57 H 3.654 1.235 4.935  0.105
58 H 5.160 0.371 3.639  0.080
59 H 5.703 2.016 4.046  0.087
60 H 6.372 1.173 2.645  0.085
61 H 3.437 0.067 1.792  0.063
62 H 4.796 0.503 0.734  0.093
63 H 3.238 1.342 0.582  0.060
64 H 5.468 3.828 2.326  0.086
65 H 4.330 3.667 0.985  0.004
66 H 5.855 2.757 0.963  0.083
67 C 2.317 2.880 -1.952  -0.048
68 C 1.287 1.790 -2.012  -0.423
69 O 0.973 1.245 -0.860  -0.221
70 C 0.802 1.368 -3.215  -0.021
71 C -1.024 -0.669 -2.689  -0.393
72 C -2.539 -0.504 -2.641  -0.026
73 N -0.447 -1.178 -1.483  -0.170
74 N -0.371 -2.539 -1.289  0.102
75 C 0.498 -2.800 -0.360  -0.480
76 O 1.253 -1.828 0.153  -0.254
77 C 0.578 -4.155 0.209  -0.157
78 C -0.259 -5.185 -0.234  -0.041
79 C -0.212 -6.431 0.365  -0.103
80 C 0.661 -6.675 1.422  -0.119
81 C 1.495 -5.659 1.863  -0.102
82 C 1.456 -4.408 1.261  -0.032
83 H 2.167 3.480 -1.052  -0.026
84 H 2.266 3.514 -2.836  0.075
85 H 3.318 2.444 -1.891  0.087
86 H 1.240 1.814 -4.101  0.100
87 H -2.892 0.140 -3.449  0.077
88 H -2.851 -0.091 -1.681  0.031
89 H -3.003 -1.487 -2.755  0.075
90 H -0.943 -4.974 -1.045  0.102
91 H -0.865 -7.221 0.012  0.093
92 H 0.685 -7.648 1.897  0.089
93 H 2.178 -5.837 2.686  0.095
94 H 2.091 -3.600 1.603  0.111
95 F 1.067 -4.911 -8.711  0.124
96 C 0.309 -3.804 -8.873  -0.581
97 F 0.875 -3.092 -9.866  0.121
98 F -0.878 -4.245 -9.354  0.122
99 C 0.159 -3.025 -7.611  -0.147
100 C -0.226 -3.685 -6.449  -0.019
101 C -0.411 -2.983 -5.275  -0.001
102 C -0.205 -1.598 -5.229  -0.153
103 C 0.189 -0.949 -6.409  -0.009
104 C 0.366 -1.649 -7.586  -0.020
105 C -0.370 -0.848 -4.021  -0.039
106 C -0.113 0.287 -3.400  -0.053
107 H -0.367 -4.759 -6.469  0.120
108 H -0.697 -3.494 -4.364  0.116
109 H 0.350 0.122 -6.377  0.115
110 H 0.669 -1.133 -8.486  0.113


[3]
C42H50Cl2NO3 | ωB97M-V/def2-TZVPD

Results
Maximum force, hartree/bohr: 0.04598
HOMO-LUMO gap, eV: 6.3
Charge: +1

Each line ends with the Löwdin charge.
Positions of all 98 atoms, in Å:
1 C 3.677 -2.655 -1.925  -0.121
2 C 3.718 -1.189 -2.437  -0.245
3 C 3.980 -0.248 -1.245  -0.218
4 C 4.059 1.238 -1.638  -0.199
5 C 2.707 1.849 -2.033  -0.168
6 C 1.719 1.955 -0.814  -0.090
7 C 0.475 1.197 -1.210  -0.114
8 C 0.100 0.047 -0.614  0.048
9 N -0.995 -0.659 -0.995  0.029
10 C -1.229 -1.886 -0.287  -0.643
11 Cl 0.034 -3.080 -0.490  0.756
12 C -2.290 -2.161 0.469  -0.698
13 C -3.397 -1.175 0.728  -0.077
14 Cl -2.466 -3.703 1.224  0.753
15 C -1.739 -0.193 -1.999  -0.132
16 C -2.965 -0.971 -2.498  -0.128
17 O -2.691 -2.319 -2.765  -0.131
18 C -1.889 -2.495 -3.933  -0.244
19 C -1.223 -3.878 -3.825  -0.058
20 C -1.430 0.974 -2.657  0.065
21 C -0.311 1.690 -2.269  -0.015
22 C 0.018 2.985 -2.990  -0.464
23 O 0.138 3.990 -2.330  0.156
24 O 0.199 3.010 -4.324  0.162
25 H 3.318 -2.695 -0.888  0.047
26 H 4.663 -3.132 -1.935  0.071
27 H 3.020 -3.290 -2.534  0.066
28 H 4.524 -1.136 -3.177  0.113
29 H 2.749 -0.987 -2.913  0.090
30 H 3.241 -0.464 -0.460  0.095
31 H 4.962 -0.540 -0.846  0.124
32 H 4.502 1.818 -0.814  0.119
33 H 4.786 1.315 -2.459  0.119
34 H 2.283 1.197 -2.813  0.104
35 H 2.896 2.817 -2.511  0.122
36 H 1.522 3.005 -0.602  0.111
37 H 2.231 1.449 0.010  0.117
38 H 0.714 -0.317 0.205  0.156
39 H -3.169 -0.151 0.424  0.086
40 H -3.658 -1.221 1.790  0.068
41 H -4.298 -1.499 0.188  0.096
42 H -3.315 -0.496 -3.429  0.141
43 H -3.794 -0.872 -1.791  0.124
44 H -1.071 -1.760 -4.024  0.118
45 H -2.505 -2.409 -4.840  0.128
46 H -0.326 -3.795 -3.207  0.034
47 H -0.920 -4.199 -4.826  0.084
48 H -1.925 -4.589 -3.380  0.089
49 H -2.054 1.300 -3.484  0.146
50 H -0.209 2.236 -4.740  0.127
51 C -4.167 3.053 -1.557  -0.113
52 C -5.512 2.883 -1.255  -0.096
53 C -6.470 3.644 -1.911  -0.083
54 C -6.083 4.567 -2.874  -0.079
55 C -4.739 4.734 -3.177  -0.082
56 C -3.780 3.980 -2.516  -0.097
57 H -3.418 2.462 -1.041  0.083
58 H -5.814 2.159 -0.508  0.099
59 H -7.518 3.518 -1.673  0.107
60 H -6.831 5.157 -3.388  0.108
61 H -4.439 5.454 -3.929  0.107
62 H -2.729 4.116 -2.748  0.088
63 C 6.253 -6.064 0.034  -0.092
64 C 6.956 -5.947 1.225  -0.090
65 C 6.357 -5.358 2.330  -0.092
66 C 5.052 -4.893 2.247  -0.096
67 C 4.348 -5.013 1.057  -0.109
68 C 4.949 -5.595 -0.051  -0.110
69 H 6.721 -6.520 -0.829  0.103
70 H 7.972 -6.315 1.292  0.104
71 H 6.908 -5.261 3.257  0.103
72 H 4.583 -4.438 3.111  0.100
73 H 3.328 -4.652 0.993  0.089
74 H 4.401 -5.684 -0.981  0.097
75 C 1.721 4.752 2.427  -0.092
76 C 0.568 4.019 2.181  -0.109
77 C 0.148 3.058 3.090  -0.106
78 C 0.874 2.835 4.251  -0.093
79 C 2.026 3.570 4.500  -0.084
80 C 2.452 4.525 3.586  -0.085
81 H 2.051 5.499 1.716  0.104
82 H -0.005 4.197 1.278  0.098
83 H -0.749 2.485 2.892  0.079
84 H 0.543 2.088 4.964  0.093
85 H 2.592 3.398 5.406  0.106
86 H 3.352 5.094 3.778  0.105
87 C -4.216 -0.500 6.317  -0.085
88 C -3.688 0.738 6.658  -0.082
89 C -2.658 1.285 5.905  -0.082
90 C -2.163 0.598 4.806  -0.094
91 C -2.694 -0.638 4.463  -0.107
92 C -3.718 -1.190 5.221  -0.092
93 H -5.017 -0.928 6.907  0.105
94 H -4.078 1.276 7.511  0.106
95 H -2.241 2.248 6.174  0.105
96 H -1.363 1.025 4.216  0.060
97 H -2.306 -1.174 3.604  0.080
98 H -4.128 -2.157 4.957  0.102